One molecule with the formula C5H6O, computed with ωB97M-V/def2-TZVPD.

Last columns: bonded neighbours and bond lengths (Å).
Cartesian coordinates (Å):
1 C -0.798 -0.647 2.379  C2 1.203, H7 1.068
2 C -0.824 -0.709 1.178  C1 1.203, C3 1.467
3 C -0.813 -0.723 -0.289  C2 1.467, C4 1.516, H8 1.106, H9 1.100
4 C 0.201 0.264 -0.832  C3 1.516, C5 1.335, O6 1.364
5 C 1.234 0.820 -0.195  C4 1.335, H10 1.093, H11 1.078
6 O 0.102 0.475 -2.176  C4 1.364, H12 0.971
7 H -0.788 -0.586 3.446  C1 1.068
8 H -0.487 -1.718 -0.644  C3 1.106
9 H -1.822 -0.558 -0.695  C3 1.100
10 H 2.099 1.064 -0.816  C5 1.093
11 H 1.251 1.006 0.867  C5 1.078
12 H 0.603 1.300 -2.277  O6 0.971

Output
SMILES: C#CCC(=C)O
E_tot: -7326.806 eV
HOMO level: -8.9 eV
E_LUMO: 0.0333 Eh
Orbital gap: 0.36182 Ha

A 2-piece molecular cluster, C5H6O overall at a distorted geometry, computed with ωB97M-V/def2-TZVPD.

Last columns: bonded neighbours and bond lengths (Å).
Cartesian coordinates (Å):
1 O -2.648 -0.340 -1.377  C2 1.136
2 C -3.233 -0.777 -0.507  O1 1.136
3 C -0.447 -0.090 1.165  C4 1.533, H7 1.094, H8 1.093, H9 1.093
4 C 0.217 -0.093 -0.217  C3 1.533, C5 1.468, H10 1.098, H11 1.097
5 C 1.618 0.341 -0.142  C4 1.468, C6 1.205
6 C 2.756 0.718 -0.029  C5 1.205, H12 1.068
7 H -1.504 -0.367 1.099  C3 1.094
8 H 0.044 -0.803 1.832  C3 1.093
9 H -0.378 0.902 1.620  C3 1.093
10 H 0.161 -1.098 -0.655  C4 1.098
11 H -0.333 0.571 -0.895  C4 1.097
12 H 3.765 1.056 0.071  C6 1.068

Output
E_tot: -7327.462 eV
HOMO level: -10.0 eV
E_LUMO: 0.0393 Eh
Orbital gap: 0.40594 Ha

One molecule with the formula C5H6O, computed with ωB97M-V/def2-TZVPD.

Last columns: bonded neighbours and bond lengths (Å).
Cartesian coordinates (Å):
1 C -0.702 -0.012 -0.895  C2 1.503, C5 1.529, H7 1.099, H8 1.095
2 C 0.507 -0.900 -0.801  C1 1.503, C3 1.346, H9 1.088
3 C 1.048 -0.874 0.431  C2 1.346, C6 1.461, H10 1.085
4 O 0.219 1.724 0.643  C5 1.444, H12 1.008
5 C -0.714 0.633 0.491  C1 1.529, O4 1.444, C6 1.505, H11 1.093
6 C 0.234 -0.122 1.383  C3 1.461, C5 1.505
7 H -1.616 -0.608 -1.026  C1 1.099
8 H -0.650 0.683 -1.740  C1 1.095
9 H 0.887 -1.477 -1.642  C2 1.088
10 H 1.966 -1.375 0.721  C3 1.085
11 H -1.704 0.920 0.856  C5 1.093
12 H 0.499 1.552 1.595  O4 1.008

Output
E_tot: -7325.311 eV
HOMO level: -8.8 eV
E_LUMO: -0.0120 Eh
Orbital gap: 0.31087 Ha

One molecule with the formula C5H6O, computed with ωB97M-V/def2-TZVPD.

Last columns: bonded neighbours and bond lengths (Å).
Cartesian coordinates (Å):
1 C -0.948 -0.827 0.679  C5 1.540, H7 1.101, H8 1.087, H9 1.094
2 C -0.413 1.023 -1.517  C3 1.502, O6 1.319
3 C 0.546 1.511 -0.470  C2 1.502, C4 1.340, H10 1.081
4 C 1.122 0.480 0.163  C3 1.340, C5 1.503, H11 1.090
5 C 0.296 -0.715 -0.221  C1 1.540, C4 1.503, O6 1.451, H12 1.094
6 O -0.290 -0.290 -1.479  C2 1.319, C5 1.451
7 H -1.435 0.149 0.829  C1 1.101
8 H -0.670 -1.221 1.653  C1 1.087
9 H -1.686 -1.471 0.191  C1 1.094
10 H 0.716 2.570 -0.333  C3 1.081
11 H 1.977 0.478 0.839  C4 1.090
12 H 0.785 -1.687 -0.334  C5 1.094

Output
E_tot: -7326.209 eV
HOMO level: -8.4 eV
E_LUMO: -0.0002 Eh
Orbital gap: 0.31036 Ha